A 6-piece molecular cluster, C42H81N7O10P overall, computed with the ωB97M-V functional and the def2-TZVPD basis.

Computed properties:
Multiplicity ... 1
Calculated total energy ... -3125.68138 hartree
Total charge ... +1

Cartesian coordinates (Å):
C  -4.70761  -0.54698  3.36836
C  -5.46082  0.55182  3.58970
C  -6.46405  1.05208  2.59192
O  -7.59792  1.29968  2.88650
O  -5.93404  1.26575  1.37422
C  -6.86258  1.05880  0.28582
C  -6.39068  1.75914  -1.00731
C  -5.24894  2.77848  -0.80176
C  -3.84910  2.24319  -1.13771
C  -3.49797  0.88138  -0.53523
C  -2.78726  0.94522  0.82708
C  -1.28913  1.10807  0.69196
C  -0.52531  0.05041  0.20312
C  -1.14750  -1.27463  -0.16435
C  -1.11226  -1.61551  -1.67362
C  -1.22794  -3.14566  -1.88783
C  -2.63697  -3.54090  -2.33136
C  -3.67365  -3.07921  -1.32006
O  -4.93501  -3.61765  -1.66640
C  -5.97764  -2.75453  -1.20747
C  -6.04644  -2.73268  0.32781
C  0.86802  0.22841  0.08483
C  1.71096  -0.92243  -0.40211
C  1.46775  1.45689  0.45332
P  3.30935  1.50547  0.23018
C  3.51065  1.26913  -1.58492
O  3.93796  3.02057  0.45224
C  0.65793  2.46639  0.96195
C  1.26408  3.76853  1.41048
N  -0.69118  2.28350  1.05687
N  -1.54740  3.27440  1.56815
C  -1.64354  4.51671  0.78641
C  -1.50168  3.40987  2.99317
C  -2.83395  3.71596  3.62015
O  -0.51609  3.24794  3.64688
H  -3.63642  -0.50134  3.53223
H  -5.19593  -1.44942  3.01792
H  -5.39460  1.13810  4.50203
H  -6.88451  -0.01207  0.08826
H  -7.85585  1.42341  0.51920
H  -6.02539  1.01973  -1.71806
H  -7.21880  2.29515  -1.45949
H  -5.42685  3.59164  -1.50852
H  -5.25097  3.23776  0.18587
H  -3.68001  2.23314  -2.21321
H  -3.13308  2.95972  -0.72905
H  -2.83036  0.38750  -1.23779
H  -4.35661  0.21865  -0.43022
H  -2.91973  -0.01755  1.31667
H  -3.22058  1.68161  1.49034
H  -0.60639  -2.04012  0.39142
H  -2.18077  -1.34611  0.15482
H  -0.25176  -1.19959  -2.18431
H  -2.02443  -1.19451  -2.09293
H  -1.00563  -3.70049  -0.97379
H  -0.46927  -3.44802  -2.60830
H  -2.69626  -4.63153  -2.34514
H  -2.85101  -3.20947  -3.34744
H  -3.40100  -3.47642  -0.33474
H  -3.71698  -1.98426  -1.31139
H  -5.79646  -1.75859  -1.61907
H  -6.91299  -3.13772  -1.60487
H  -7.09098  -2.77175  0.63045
H  -5.58197  -1.84178  0.75110
H  -5.53671  -3.60947  0.72346
H  1.76718  -0.86071  -1.48730
H  2.73518  -0.84989  -0.03875
H  1.32438  -1.88770  -0.09923
H  4.28970  1.93097  -1.95617
H  3.85300  0.25181  -1.74556
H  2.57676  1.40139  -2.13279
H  3.84706  3.51149  -0.37601
H  2.14442  3.58769  2.01333
H  1.58603  4.28853  0.50487
H  0.55680  4.41582  1.90023
H  -1.30238  5.36117  1.38489
H  -2.64461  4.71104  0.40863
H  -0.97427  4.46802  -0.06929
H  -3.49498  2.88906  3.35131
H  -2.73821  3.82137  4.69160
H  -3.26252  4.59581  3.13663
C  6.84654  -0.46238  -2.50169
O  6.11821  -0.32006  -1.53057
N  7.76756  0.42540  -2.90012
C  8.60664  0.19948  -4.06347
C  7.93096  1.65462  -2.13765
H  6.80105  -1.36008  -3.14023
H  9.65695  0.19505  -3.76903
H  8.44730  0.99155  -4.79667
H  8.36466  -0.75757  -4.52016
H  8.19760  1.42079  -1.10719
H  6.99454  2.21364  -2.12836
H  8.71138  2.26334  -2.58509
C  4.89066  -4.71942  -0.70198
O  3.88272  -4.02383  -0.70675
N  6.11480  -4.30998  -0.34753
C  7.25976  -5.19810  -0.36656
C  6.29756  -2.92703  0.07149
H  4.86337  -5.77977  -1.00340
H  7.68348  -5.27347  0.63611
H  8.02042  -4.81028  -1.04760
H  6.96146  -6.19008  -0.69961
H  5.67013  -2.73112  0.93974
H  5.99349  -2.26351  -0.73385
H  7.33743  -2.74254  0.32771
C  7.46387  5.49540  0.92460
O  8.58105  5.77172  0.53891
N  7.04255  5.57762  2.20131
C  5.69000  5.22488  2.58022
C  7.97758  6.03150  3.21841
H  6.67591  5.13954  0.23536
H  5.18985  6.08632  3.02918
H  5.71078  4.40646  3.30298
H  5.13202  4.90509  1.70370
H  8.33031  7.03450  2.97799
H  8.84091  5.36691  3.25270
H  7.48682  6.04098  4.18813
C  -7.64515  -1.18890  -4.08439
O  -7.55663  -0.52804  -3.06253
N  -8.78643  -1.70832  -4.56003
C  -8.83012  -2.48878  -5.78251
C  -10.01830  -1.47812  -3.82130
H  -6.76864  -1.41826  -4.71309
H  -9.48965  -2.00891  -6.50736
H  -9.20529  -3.49139  -5.57127
H  -7.83395  -2.56901  -6.21183
H  -10.21030  -0.40797  -3.74362
H  -9.92794  -1.88178  -2.81257
H  -10.84683  -1.96013  -4.33281
C  5.19431  -4.55551  4.23322
O  6.04433  -4.47862  3.36570
N  3.95008  -4.05138  4.12563
C  2.96898  -4.16727  5.18472
C  3.60056  -3.37007  2.89108
H  5.38037  -5.05644  5.19789
H  2.09368  -4.71270  4.82564
H  2.65652  -3.17447  5.51580
H  3.39295  -4.70239  6.03157
H  3.71623  -4.05683  2.05211
H  4.27568  -2.52640  2.74066
H  2.57396  -3.01356  2.93547